The following is a DFT calculation (wB97M-V/def2-TZVPD) of C31H40N5O2SZr as an isolated structure.

```
80
Properties=species:S:1:pos:R:3:forces:R:3:lowdin_charge:R:1
H -3.4509 -2.5566 0.2105 -0.0206 -0.0159 0.0062 0.1376
H 3.7616 2.8782 -0.8870 -0.0126 0.0159 -0.0038 0.1173
C 2.3664 0.1790 2.0235 0.0084 0.1910 0.2589 -0.2404
H 2.7955 3.0114 0.5858 -0.0308 -0.0242 0.0050 0.1108
C 1.6508 2.6445 -1.2221 0.0849 -0.0017 -0.0791 -0.2436
N -1.4083 -2.6624 0.1945 0.0753 0.0539 -0.1851 -0.1889
C -1.1133 -0.8006 2.9136 0.0364 -0.0636 0.0023 -0.2270
C 3.8583 -0.7748 4.6769 0.0062 0.0712 -0.0628 -0.1106
C -2.6211 -3.1955 0.4706 0.1658 0.0170 -0.0340 -0.0252
H -2.5799 2.1803 3.9737 -0.0144 -0.0072 -0.0058 0.1110
H -2.6595 -0.2612 -2.1005 0.0440 -0.0115 0.0234 0.0505
C 0.0073 4.4133 0.2778 0.0048 0.0512 -0.1691 -0.0559
C -3.0419 0.7449 0.8196 -0.0467 -0.0856 -0.0144 -0.2550
N 0.4106 2.1866 -0.6285 0.1545 0.0265 0.3395 -0.1695
H 2.6322 -1.6226 -3.9105 -0.0072 -0.0058 -0.0034 0.0857
H -2.5521 -0.2537 4.3809 0.0026 0.0182 -0.0016 0.1143
H -4.0623 5.1686 -0.3218 -0.0076 0.0272 0.0122 0.0820
C -2.2475 1.5042 3.1818 0.0355 0.0747 -0.0167 -0.1968
C -1.5354 -5.1409 1.2881 -0.0541 -0.0290 0.0111 -0.0640
H 1.8255 2.0786 -2.1482 -0.0209 -0.0293 0.0255 0.0942
H -3.8776 0.9265 0.1299 0.0289 0.0262 0.0165 0.1071
C 1.0267 -0.2959 -3.5038 -0.0395 -0.0617 -0.0665 -0.2621
H 4.5718 -1.0109 5.4551 -0.0005 -0.0085 0.0059 0.0956
C -1.7784 2.6482 0.0837 0.0917 -0.1300 -0.0832 -0.2578
H -3.0975 0.7037 -3.5151 -0.0043 -0.0120 0.0019 0.0849
H -2.9669 -0.3373 0.8685 0.0160 0.0146 -0.0132 0.0581
C -3.0638 4.8104 -0.1068 0.0021 -0.2797 0.0019 -0.1055
H -2.2388 -0.8289 -3.7262 0.0212 -0.0179 0.0056 0.0816
C -0.7950 5.5581 0.5996 -0.0216 -0.0377 -0.0330 -0.1100
C -1.7267 0.2362 3.8499 -0.0707 -0.0960 0.0757 -0.1729
H 1.3539 -2.3451 -2.9151 -0.0334 -0.0028 -0.0009 0.0626
H -0.9019 -1.7086 3.4821 -0.0046 0.0009 -0.0318 0.1010
H 0.6040 -5.1045 1.1859 0.0007 -0.0157 0.0031 0.1068
H 1.6107 0.6139 -3.6879 -0.0429 -0.0074 0.0110 0.1126
H -0.7350 1.1720 -4.0068 0.0035 0.0160 0.0332 0.1209
H -2.5077 6.7529 0.4912 0.0100 -0.0029 0.0069 0.0920
H -0.2444 6.4128 0.9750 -0.0224 0.0217 -0.0030 0.0859
C 3.5089 0.7094 2.6988 -0.0588 -0.0343 -0.2229 -0.0142
O -1.3932 -1.4479 -0.3651 -0.4076 -0.0828 0.2300 -0.3420
H -3.8417 2.8566 -0.1652 0.0047 -0.0386 -0.0510 0.0944
Zr -0.0164 0.1374 0.0490 0.1876 0.0319 -0.4085 1.7553
C -0.3220 -4.5844 0.9912 -0.0051 0.0643 -0.0359 -0.0774
N 2.1142 0.4053 0.7607 -0.0174 0.0311 -0.0509 -0.1158
H 2.6334 -2.3368 5.3248 0.0178 0.0044 0.0014 0.1047
S 1.2187 -2.4975 0.0460 0.0286 0.1714 0.0392 0.7186
C 4.1511 0.3018 3.8373 0.0428 -0.0146 0.0815 -0.0829
H -1.5794 -6.1287 1.7267 -0.0055 -0.0059 0.0063 0.1103
H 2.4965 -1.2167 -2.2023 -0.0290 0.0096 -0.0035 0.0300
C 1.5741 -1.3709 3.8136 -0.2043 0.0825 0.1600 -0.0172
H -4.1666 0.6526 2.6491 0.0175 -0.0182 0.0142 0.1130
H -3.6959 -4.8450 1.2459 -0.0001 -0.0203 0.0070 0.1071
H 1.5523 3.6907 -1.5260 -0.0209 -0.0279 0.0034 0.1129
C -3.4112 1.3122 2.2060 -0.0369 0.0064 -0.0022 -0.1700
O 0.0351 -0.0261 -2.5070 0.0088 0.1022 0.3127 -0.2789
C -2.3312 0.0523 -3.0893 -0.0942 0.0695 -0.0642 -0.0566
C 2.7103 -1.5259 4.6073 -0.0477 -0.0721 0.0142 -0.0856
H 3.9502 1.5600 2.1948 0.0380 -0.0049 0.0405 0.0992
H 0.5025 -0.5410 -4.4334 0.0280 -0.0381 0.0301 0.1251
H -3.8972 2.2803 2.0775 0.0268 0.0031 -0.0175 0.0971
H -1.4312 2.0249 2.6733 -0.0107 -0.0331 0.0123 0.1030
C 1.9226 -1.4375 -3.1017 0.0999 -0.0033 -0.0568 -0.0952
C -2.7220 -4.4363 1.0258 0.0751 0.0031 -0.0075 -0.0539
H -1.8516 -1.1024 2.1729 -0.0019 0.0519 0.0018 0.0775
H 1.0727 4.6135 0.2554 0.0216 -0.0648 0.0173 0.0867
C -2.1285 5.7469 0.3342 0.0503 0.2162 0.0489 -0.1443
C 1.2786 -0.4972 2.7624 0.1979 0.0472 -0.1467 -0.2582
C 3.1427 0.9903 -0.0922 0.0124 -0.1071 0.0898 -0.2171
C -1.0311 0.8171 -3.0165 0.0590 0.0310 -0.0475 -0.2451
H 3.1122 0.4621 -1.0520 0.0060 0.0205 -0.0040 0.0984
H 4.1343 0.8009 0.3247 -0.0154 0.0430 -0.0243 0.1126
C 2.8963 2.4672 -0.3575 0.0529 0.0281 -0.0205 -0.1649
H -0.9850 0.4973 4.6109 0.0263 0.0249 -0.0316 0.1136
C -0.4011 3.1616 -0.0874 -0.0375 -0.1192 -0.0015 -0.2588
C -0.2228 -3.2919 0.4256 -0.1253 -0.0980 0.0262 -0.6626
N 0.0719 -0.3069 2.2176 0.0921 -0.1482 -0.1546 -0.1087
H 5.0323 0.8806 4.0945 0.0046 -0.0035 0.0058 0.1066
H -1.0980 1.6815 -2.3562 -0.0562 -0.0369 -0.0216 0.0956
N -1.7896 1.2605 0.2798 -0.2453 0.0407 0.0246 -0.1782
H 0.7726 -2.0455 4.0810 -0.0057 0.0082 0.0072 0.0934
C -2.9062 3.3995 -0.0958 -0.0111 0.2005 0.1599 -0.0545
```
Positions in Å, forces in eV/Å.

Frontier orbital gap (alpha / beta)   4.82 / 6.94 eV
HOMO (alpha / beta)   -4.65 / -6.77 eV
Spin multiplicity   2